No. 1
C24H49N6NbO4PS as an isolated structure, computed with the ωB97M-V functional and the def2-TZVPD basis.

```
86
Properties=species:S:1:pos:R:3
C -0.12 -5.15 0.75
C 0.04 -4.53 2.13
C -0.98 -3.39 2.37
C -0.40 -2.19 3.15
N -0.92 -0.90 2.73
Nb -0.47 0.03 0.91
S 1.38 -1.46 0.15
C -2.25 1.33 1.41
C -3.63 0.66 1.21
C -3.95 0.35 -0.25
C -4.41 -1.09 -0.42
O -4.10 -1.55 -1.75
C -3.26 -2.61 -1.83
C -2.17 -2.40 -2.84
O -3.38 -3.60 -1.14
C -0.51 1.06 -1.14
O 0.58 1.97 -1.38
C 1.77 1.41 -1.90
C 1.60 0.66 -3.22
P 1.24 1.77 1.91
C 1.33 1.40 3.70
O 2.83 1.46 1.42
H -1.14 -5.52 0.59
H 0.07 -4.39 -0.01
H 0.58 -5.97 0.59
H -0.08 -5.31 2.90
H 1.06 -4.14 2.23
H -1.35 -3.04 1.41
H -1.81 -3.80 2.95
H 0.69 -2.19 3.10
H -0.64 -2.34 4.21
H -1.92 -0.89 2.90
H -1.57 -1.19 0.09
H 2.31 -1.35 1.11
H -2.15 1.55 2.48
H -2.21 2.29 0.88
H -3.64 -0.27 1.79
H -4.41 1.28 1.64
H -4.72 1.03 -0.62
H -3.08 0.50 -0.88
H -3.89 -1.74 0.29
H -5.48 -1.19 -0.25
H -2.48 -1.72 -3.62
H -1.85 -3.36 -3.24
H -1.33 -1.96 -2.29
H -1.41 1.68 -1.20
H -0.63 0.33 -1.95
H 2.43 2.27 -2.07
H 2.29 0.79 -1.16
H 2.40 0.89 -3.91
H 1.54 -0.42 -3.06
H 0.65 0.94 -3.68
H 2.04 2.06 4.21
H 1.60 0.35 3.91
H 0.34 1.56 4.13
H 3.22 0.77 1.98
C 5.29 -3.73 0.92
C 4.42 -3.50 2.07
N 3.75 -3.31 2.98
H 5.82 -2.82 0.67
H 6.00 -4.52 1.15
H 4.69 -4.02 0.06
C 9.13 -0.69 0.11
C 7.85 -1.12 -0.44
N 6.83 -1.45 -0.87
H 9.00 -0.35 1.13
H 9.83 -1.52 0.10
H 9.53 0.13 -0.49
C 1.75 4.50 -3.91
C 2.17 3.54 -4.92
N 2.48 2.73 -5.68
H 1.36 3.96 -3.04
H 2.60 5.11 -3.60
H 0.97 5.14 -4.31
C -0.67 5.01 -0.03
C -1.58 5.28 1.07
N -2.31 5.48 1.94
H -0.08 5.91 -0.22
H 0.00 4.18 0.20
H -1.24 4.76 -0.93
C -7.51 3.51 -1.28
C -6.60 3.27 -0.16
N -5.89 3.05 0.71
H -8.54 3.42 -0.95
H -7.35 4.52 -1.67
H -7.32 2.79 -2.07
```

Gap between HOMO and LUMO (eV): 5.52
E_tot (Eh): -2369.77206
LUMO level (eV): 1.92
Charge: -1
HOMO energy (eV): -3.6

***

No. 2
An isolated ion of composition CH3O4 and charge +1, computed with the ωB97M-V functional and the def2-TZVPD basis.

```
8
Properties=species:S:1:pos:R:3
C 0.49 -0.12 0.01
O -0.65 -0.78 -0.05
O 1.52 -0.84 0.05
O 0.65 1.14 0.14
O -1.80 -0.07 0.03
H -2.39 -0.59 -0.41
H -0.27 1.71 -0.07
H 2.45 -0.45 0.30
```

Gap between HOMO and LUMO (eV): 12.88
E_tot (Eh): -340.45892
ΔE to the lowest compared entry with this formula, charge and spin (kcal/mol): 10.7
LUMO level (eV): -4.39
Charge: +1
HOMO energy (eV): -17.3

***

No. 3
C31H42IN6RuSi2 as an isolated structure, computed with the ωB97M-V functional and the def2-TZVPD basis.

```
83
Properties=species:S:1:pos:R:3
Ru 0.06 -0.17 -0.16
C -1.94 1.84 -2.19
C -0.70 2.62 -2.66
C 0.41 1.74 -3.16
C 0.95 1.95 -4.42
C 1.98 1.14 -4.86
C 2.42 0.11 -4.04
C 1.82 -0.03 -2.80
N 0.86 0.78 -2.35
N -1.94 1.59 -0.75
C -3.09 0.76 -0.37
C -2.96 0.29 1.05
C -4.05 0.19 1.90
C -3.85 -0.26 3.20
C -2.57 -0.59 3.61
C -1.54 -0.47 2.69
N -1.73 -0.06 1.45
C -1.94 2.84 0.03
C -0.69 3.08 0.84
C -0.35 4.36 1.25
C 0.71 4.53 2.13
C 1.38 3.40 2.58
C 1.00 2.17 2.08
N 0.00 2.01 1.22
H -2.85 2.39 -2.47
H -1.96 0.87 -2.69
H -1.01 3.29 -3.47
H -0.32 3.24 -1.85
H 0.57 2.73 -5.06
H 2.44 1.30 -5.82
H 3.21 -0.56 -4.34
H 2.10 -0.85 -2.14
H -4.04 1.30 -0.51
H -3.10 -0.12 -1.01
H -5.04 0.44 1.55
H -4.69 -0.37 3.88
H -2.37 -0.95 4.61
H -0.52 -0.74 2.95
H -2.13 3.70 -0.62
H -2.76 2.81 0.75
H -0.91 5.22 0.89
H 0.99 5.51 2.47
H 2.20 3.48 3.28
H 1.53 1.26 2.37
C 2.44 2.80 -0.69
Si 3.40 1.29 -0.04
C 4.34 1.88 1.51
C 4.71 0.93 -1.37
N 2.34 -0.05 0.32
C 2.81 -1.20 0.86
C 4.19 -1.42 1.10
C 4.69 -2.60 1.60
C 3.82 -3.64 1.91
C 2.47 -3.46 1.72
C 1.91 -2.26 1.19
N 0.57 -2.11 1.01
Si -0.55 -3.42 1.32
C -0.46 -3.86 3.18
C -0.19 -4.91 0.19
C -2.40 -3.13 1.04
H 2.85 3.12 -1.65
H 2.52 3.64 0.00
H 1.39 2.58 -0.83
H 4.52 2.96 1.46
H 5.31 1.40 1.59
H 3.79 1.66 2.42
H 5.28 1.84 -1.58
H 4.26 0.61 -2.31
H 5.42 0.16 -1.07
H 4.88 -0.63 0.86
H 5.76 -2.71 1.74
H 4.19 -4.58 2.29
H 1.80 -4.26 1.98
H 0.14 -4.74 3.38
H -1.46 -4.05 3.58
H -0.02 -3.04 3.76
H 0.81 -5.32 0.31
H -0.29 -4.60 -0.85
H -0.91 -5.71 0.37
H -2.78 -2.20 1.45
H -2.93 -3.95 1.53
H -2.65 -3.17 -0.02
I -1.09 -1.85 -2.01
```

Gap between HOMO and LUMO (alpha / beta) (eV): 4.82 / 5.54
E_tot (Eh): -2506.63677
ΔE to the lowest compared entry with this formula, charge and spin (kcal/mol): 64.6
LUMO level (alpha / beta) (eV): -0.84 / -0.24
HOMO energy (alpha / beta) (eV): -5.7 / -5.8
<S²>: 0.92
Spin multiplicity: 2

***

No. 4
One molecule with the formula C12H16ClP, computed with the ωB97M-V functional and the def2-TZVPD basis.

```
30
Properties=species:S:1:pos:R:3
C -0.64 0.54 -2.48
C -0.33 -0.73 -2.62
C -0.10 -1.40 -3.99
P 0.39 -1.73 -1.27
Cl -1.18 -3.06 -1.11
C 0.18 -0.51 0.26
C -1.04 -0.05 0.73
C -2.41 -0.63 0.41
C -0.97 0.93 1.74
C 0.28 1.34 2.24
C 0.26 2.27 3.47
C 1.47 0.85 1.81
C 1.40 -0.06 0.75
C 2.67 -0.70 0.28
H -0.69 1.00 -1.41
H -1.01 1.04 -3.31
H -0.55 -2.44 -3.96
H 1.00 -1.48 -4.01
H -0.56 -0.65 -4.81
H -2.63 -1.44 1.10
H -3.17 0.20 0.58
H -2.52 -1.07 -0.69
H -1.81 1.46 2.13
H 0.67 1.85 4.39
H 0.91 3.18 3.11
H -0.78 2.61 3.65
H 2.34 1.20 2.31
H 2.50 -1.77 0.11
H 2.99 -0.14 -0.60
H 3.35 -0.64 1.16
```

Gap between HOMO and LUMO (eV): 9.31
E_tot (Eh): -1268.35139
ΔE to the lowest compared entry with this formula, charge and spin (kcal/mol): 0.0
LUMO level (eV): 0.65
HOMO energy (eV): -8.7
SMILES: C=C(C)P(Cl)c1c(C)cc(C)cc1C

***

No. 5
A 2-piece molecular cluster, C3H9NO2S overall, computed with the ωB97M-V functional and the def2-TZVPD basis.

```
16
Properties=species:S:1:pos:R:3
C -0.27 -0.79 -1.00
C -0.08 -2.35 -1.17
S -1.14 -3.39 -2.21
N 0.51 -0.46 0.32
C 0.28 0.59 1.35
O 0.86 1.66 0.97
H 0.05 -0.29 -1.92
H -1.38 -0.39 -0.80
H -0.19 -2.80 -0.18
H 0.93 -2.52 -1.56
H 1.36 -0.48 0.15
H 1.25 0.32 2.19
H -0.71 0.62 1.82
H -0.06 2.83 0.50
H -0.77 3.75 1.21
O -0.63 3.71 0.32
```

Gap between HOMO and LUMO (alpha / beta) (eV): 6.07 / 3.89
E_tot (Eh): -722.99401
ΔE to the lowest compared entry with this formula, charge and spin (kcal/mol): 85.5
LUMO level (alpha / beta) (eV): 2.99 / 0.80
Charge: -1
HOMO energy (alpha / beta) (eV): -3.1 / -3.1
<S²>: 0.75
Spin multiplicity: 2

***

No. 6
One molecule with the formula C4H6N2O, computed with the ωB97M-V functional and the def2-TZVPD basis.

```
13
Properties=species:S:1:pos:R:3
N -0.30 -1.74 -0.89
C 0.09 -0.65 -0.30
C -1.00 0.11 0.47
O -2.19 -0.08 -0.03
C -0.25 1.45 0.67
C 1.03 1.30 0.33
N 1.24 0.00 -0.27
H -1.34 -1.73 -0.88
H 0.24 -2.30 -1.53
H -0.82 -0.33 1.51
H -0.67 2.31 1.17
H 1.89 1.94 0.46
H 2.10 -0.28 -0.72
```

Gap between HOMO and LUMO (eV): 7.97
E_tot (Eh): -340.69825
ΔE to the lowest compared entry with this formula, charge and spin (kcal/mol): 60.7
LUMO level (eV): 0.42
HOMO energy (eV): -7.6

***

No. 7
A 2-piece molecular cluster, C5H9F2N overall, computed with the ωB97M-V functional and the def2-TZVPD basis.

```
17
Properties=species:S:1:pos:R:3
C 0.64 -0.09 1.00
C -0.20 0.19 -0.23
C 1.25 0.45 -0.24
C -1.27 1.34 -0.34
C -0.57 -0.97 -1.20
N 0.75 -1.32 1.60
F 1.63 1.77 -0.34
F 2.15 -0.34 -0.93
H 0.51 1.20 2.14
H -1.72 1.56 0.58
H -1.98 0.95 -0.92
H -0.94 2.26 -0.87
H -0.97 -0.48 -2.03
H -1.38 -1.57 -0.84
H 0.23 -1.71 -1.48
H 1.69 -1.78 1.70
H 0.17 -1.47 2.39
```

Gap between HOMO and LUMO (eV): 9.59
E_tot (Eh): -450.25348
ΔE to the lowest compared entry with this formula, charge and spin (kcal/mol): 77.4
LUMO level (eV): 0.65
HOMO energy (eV): -8.9

***

No. 8
C11H29AsO5PRuS2 as an isolated structure, computed with the ωB97M-V functional and the def2-TZVPD basis.

```
50
Properties=species:S:1:pos:R:3
Ru -0.25 -0.84 -0.08
C -3.09 -0.34 1.05
O -2.50 -1.25 0.08
C -2.72 -2.63 0.48
C -1.55 -3.07 1.32
O -0.33 -2.81 0.58
C 0.00 -3.83 -0.40
H -4.18 -0.42 1.00
H -2.78 0.67 0.78
H -2.75 -0.57 2.05
H -2.81 -3.21 -0.44
H -3.66 -2.72 1.02
H -1.59 -4.13 1.57
H -1.46 -2.50 2.24
H -0.27 -4.80 0.00
H 1.07 -3.78 -0.56
H -0.54 -3.65 -1.34
C 4.97 0.26 3.70
C 3.50 -0.01 3.50
O 3.31 -0.53 2.13
P 2.31 0.05 1.10
S 2.01 -1.16 -0.46
S 0.39 0.22 1.78
O 2.90 1.44 0.73
C 2.30 2.38 -0.22
C 2.53 3.78 0.30
H 5.11 0.68 4.70
H 5.33 0.97 2.97
H 5.55 -0.66 3.63
H 2.90 0.89 3.62
H 3.12 -0.79 4.15
H 1.24 2.14 -0.32
H 2.81 2.20 -1.17
H 2.04 3.92 1.26
H 2.12 4.50 -0.41
H 3.59 3.99 0.41
C -1.96 -0.53 -3.67
As -1.78 0.99 -2.55
C -3.49 1.54 -1.91
C -0.93 2.43 -3.45
O -0.70 0.60 -1.27
H -2.73 -0.34 -4.43
H -2.27 -1.38 -3.06
H -1.01 -0.73 -4.16
H -4.04 1.97 -2.75
H -3.35 2.31 -1.14
H -4.03 0.69 -1.51
H -1.60 2.81 -4.22
H -0.01 2.07 -3.90
H -0.72 3.21 -2.73
```

Gap between HOMO and LUMO (alpha / beta) (eV): 7.62 / 7.43
E_tot (Eh): -4280.61452
ΔE to the lowest compared entry with this formula, charge and spin (kcal/mol): 11.7
LUMO level (alpha / beta) (eV): -7.21 / -7.12
Charge: +2
HOMO energy (alpha / beta) (eV): -14.8 / -14.6
<S²>: 0.76
Spin multiplicity: 2